C34H38BaN6O6P2 as an isolated structure. Source: the Open Molecules 2025 dataset; level of theory: ωB97M-V/def2-TZVPD.

The LUMO energy is -1.157 eV. The HOMO energy is -7.344 eV. Its molar mass is 826.0 g/mol. The value obtained for the total energy is -2806.24366 Eh. Its HOMO-LUMO gap is 6.19 eV.

Atoms and positions in Å:
1 Ba 0.7114 3.7682 -0.5088
2 C 2.5358 -0.1139 3.3174
3 C 2.6095 -0.5107 2.0347
4 C 1.4397 -0.9632 1.2252
5 C 0.1601 -0.0753 1.2494
6 C -0.7460 -0.0495 2.4362
7 C -0.5344 -0.6912 3.6065
8 C 0.5751 -1.6747 3.9367
9 C 1.8732 -0.9607 4.3483
10 C -0.5618 3.7647 1.7073
11 H 3.0361 0.8040 3.6758
12 H 3.4207 -0.1468 1.3925
13 H 1.1534 -2.0149 1.4237
14 H 1.7882 -0.9090 0.1732
15 H 0.4201 0.9861 1.0051
16 H -0.4262 -0.4227 0.3778
17 H -1.7298 0.4371 2.2515
18 H -1.2427 -0.6008 4.4301
19 H 0.7332 -2.4149 3.1295
20 H 0.2799 -2.2155 4.8612
21 H 1.7466 -0.3378 5.2545
22 H 2.5753 -1.7514 4.6617
23 H 0.0644 4.3200 2.4299
24 H -1.0130 2.9169 2.2545
25 H -1.3423 4.5141 1.4774
26 P -3.0460 -1.0139 -1.9345
27 P 0.1540 -1.8696 -3.3497
28 N -3.8124 -1.9204 -0.6688
29 N -4.5764 -0.9589 -2.9199
30 N 0.4663 -3.4997 -2.5473
31 N 0.9423 -2.2778 -4.8489
32 C -2.4410 -2.5827 -2.7092
33 C -1.5397 -2.3996 -3.9177
34 C -4.1862 -1.3524 0.5635
35 C -5.0584 -2.2383 1.1917
36 C -5.1971 -3.3870 0.3405
37 C -4.4184 -3.1694 -0.7843
38 C -5.1055 0.2717 -3.3172
39 C -6.1224 0.0460 -4.2458
40 C -6.1816 -1.3724 -4.4669
41 C -5.2769 -1.9621 -3.5862
42 C 1.0430 -3.5429 -1.2679
43 C 0.9559 -4.8373 -0.7697
44 C 0.2869 -5.6293 -1.7596
45 C -0.0224 -4.7832 -2.8231
46 C 1.3423 -3.5244 -5.3515
47 C 1.7711 -3.3613 -6.6618
48 C 1.5768 -1.9801 -7.0062
49 C 1.0359 -1.3461 -5.8992
50 H -3.2711 -3.1776 -3.1050
51 H -1.9255 -3.1449 -1.9148
52 H -1.4969 -3.3571 -4.4649
53 H -1.9278 -1.6465 -4.6193
54 H -3.7900 -0.3841 0.8535
55 H -5.5672 -2.0769 2.1261
56 H -5.8020 -4.2711 0.4688
57 H -4.2412 -3.8304 -1.6249
58 H -4.7163 1.1790 -2.8794
59 H -6.7499 0.7998 -4.6924
60 H -6.7829 -1.9067 -5.1926
61 H -5.1169 -3.0052 -3.3675
62 H 1.5150 -2.6496 -0.8541
63 H 1.3590 -5.1762 0.1782
64 H 0.0798 -6.6940 -1.7348
65 H -0.5023 -5.0300 -3.7676
66 H 1.2786 -4.4089 -4.7366
67 H 2.1734 -4.1493 -7.2808
68 H 1.8141 -1.5184 -7.9545
69 H 0.6996 -0.3326 -5.7371
70 O 1.6101 5.4086 1.1104
71 C 2.7475 4.8248 1.3819
72 O 3.2044 3.8702 0.6787
73 C 3.4235 5.4037 2.5860
74 C 4.2168 4.6159 3.4283
75 C 4.8797 5.2120 4.5291
76 C 4.7496 6.5625 4.8264
77 C 3.9154 7.3202 4.0098
78 C 3.2477 6.7571 2.9023
79 N 3.7315 8.7195 4.3181
80 O 4.1309 9.1652 5.4135
81 O 3.1711 9.4354 3.4596
82 N 5.6604 4.4084 5.4226
83 O 5.9761 3.2439 5.1117
84 O 5.9982 4.9375 6.5051
85 H 4.3287 3.5505 3.2411
86 H 5.2780 7.0024 5.6607
87 H 2.5845 7.3755 2.3031

Table of Löwdin atomic charges, one value per atom, all in e:
1 Ba 1.7552
2 C -0.0992
3 C -0.0970
4 C -0.2228
5 C -0.1899
6 C -0.1130
7 C -0.0849
8 C -0.1940
9 C -0.2079
10 C -0.4551
11 H 0.1079
12 H 0.0991
13 H 0.0941
14 H 0.0870
15 H 0.0717
16 H 0.0906
17 H 0.1004
18 H 0.0990
19 H 0.1000
20 H 0.1126
21 H 0.1148
22 H 0.1174
23 H -0.0578
24 H -0.0718
25 H -0.0676
26 P 1.0960
27 P 1.0913
28 N -0.2986
29 N -0.2461
30 N -0.2520
31 N -0.3019
32 C -0.4440
33 C -0.4037
34 C -0.1321
35 C -0.0858
36 C -0.0768
37 C -0.1580
38 C -0.1641
39 C -0.0991
40 C -0.0847
41 C -0.1488
42 C -0.1526
43 C -0.0888
44 C -0.0793
45 C -0.1839
46 C -0.1291
47 C -0.0855
48 C -0.0985
49 C -0.1610
50 H 0.0482
51 H 0.0782
52 H 0.0800
53 H 0.0835
54 H 0.0900
55 H 0.0877
56 H 0.0928
57 H 0.0919
58 H 0.0859
59 H 0.0850
60 H 0.0918
61 H 0.0855
62 H 0.0691
63 H 0.0936
64 H 0.0964
65 H 0.1042
66 H 0.0833
67 H 0.0917
68 H 0.0902
69 H 0.0920
70 O -0.3434
71 C -0.6335
72 O -0.1604
73 C -0.0930
74 C 0.1062
75 C -0.1221
76 C 0.0954
77 C -0.1120
78 C 0.1020
79 N -0.3133
80 O 0.0706
81 O 0.0646
82 N -0.3175
83 O 0.0721
84 O 0.0623
85 H 0.1319
86 H 0.1335
87 H 0.1336